Record 1
ORCA calculation (ωB97M-V with the def2-TZVPD basis set) on the ion C3H8NOS with charge +1 at a distorted geometry.

Its net charge is +1. The calculation puts the HOMO energy at -13.6217 eV. The calculation puts the molecular weight at 106.17 g mol⁻¹. Its HOMO-LUMO gap is 9.626 eV. Its SMILES is [NH3+][C@H](C=O)CS. The calculation puts the calculated total energy at -647.0081 hartree.

CARTESIAN COORDINATES (ANGSTROEM)
H  1.566  1.204  2.574
C  -0.398  -0.149  0.145
H  -0.742  -2.160  -0.377
H  0.726  -1.643  -0.753
H  -1.443  1.801  -0.142
H  1.563  0.685  -0.480
H  -0.757  -1.091  -1.668
S  0.925  1.821  1.569
O  -1.588  0.559  -1.764
H  1.543  -0.390  0.928
C  1.006  0.414  0.416
H  -0.926  -0.533  1.013
C  -1.222  0.861  -0.660
N  -0.251  -1.378  -0.800

Force components x, y, z for each atom (eV/Å):
H -0.11 0.08 -0.04
C 0.41 -0.30 -1.33
H -0.32 -0.21 -0.11
H 0.29 -0.01 -1.16
H -0.05 0.19 -0.25
H -0.28 0.01 -0.20
H 0.80 -0.11 -0.29
S 0.10 0.00 -0.02
O -0.02 0.32 -0.02
H 0.24 0.22 -0.12
C -0.16 -0.64 1.12
H 0.15 0.49 0.33
C -0.25 -0.76 0.34
N -0.80 0.72 1.75

***

Record 2
ORCA calculation (ωB97M-V with the def2-TZVPD basis set) on a cluster of 2 separate species, C5H9NO in total.

The calculation puts the HOMO energy (spin up / spin down) at -7.5039 / -7.5044 eV. The calculation puts the molecular weight at 99.13 g mol⁻¹. Its HOMO-LUMO gap (spin up / spin down) is 7.635 / 7.636 eV. The calculation puts the calculated total energy at -325.7896 hartree.

CARTESIAN COORDINATES (ANGSTROEM)
H  2.959  -0.883  0.026
H  2.548  0.474  1.091
C  -2.365  -0.118  0.024
H  -0.143  1.832  -0.223
H  -2.848  0.218  0.939
C  0.843  -0.443  0.220
N  -1.179  -0.560  0.121
C  -0.125  -0.805  -0.881
O  -0.348  -0.131  2.394
H  2.452  0.665  -0.666
H  -0.214  -0.119  -1.739
H  -0.752  2.151  -0.518
H  -2.863  -0.047  -0.939
H  -0.144  -1.843  -1.241
C  -0.096  -0.356  1.232
C  2.274  -0.036  0.162

Force components x, y, z for each atom (eV/Å):
H -0.10 0.10 0.01
H -0.01 -0.11 -0.12
C 0.19 -0.15 0.02
H -0.07 0.08 -0.03
H 0.04 -0.09 -0.09
C 0.07 0.01 0.09
N -0.44 0.19 0.05
C -0.04 -0.01 -0.14
O 0.11 -0.02 -0.31
H -0.03 -0.12 0.11
H 0.05 -0.06 0.13
H 0.09 0.05 0.00
H 0.06 -0.09 0.11
H 0.02 0.15 0.05
C 0.00 0.07 0.08
C 0.06 -0.01 0.04

***

Record 3
ORCA calculation (ωB97M-V with the def2-TZVPD basis set) on a structure of composition C59H40KN9O4.

Its net charge is -2. The calculation puts the HOMO energy at -1.0933 eV. The calculation puts the molecular weight at 978.13 g mol⁻¹. Its HOMO-LUMO gap is 5.013 eV. The calculation puts the calculated total energy at -3666.0872 hartree.

CARTESIAN COORDINATES (ANGSTROEM)
C  5.920  -0.144  -1.065
H  -4.214  -2.076  2.017
C  -2.639  2.759  2.296
N  1.657  1.591  0.003
C  0.542  5.179  -1.226
C  -1.607  -3.216  3.190
H  -0.600  5.454  3.484
C  -4.868  -0.901  5.633
C  -1.915  0.634  2.641
K  -0.471  -0.066  -0.090
C  -3.038  1.601  2.797
C  0.076  -3.213  1.684
H  4.805  2.609  -0.482
C  2.947  3.439  0.338
H  2.134  7.997  0.861
C  0.231  -5.992  0.343
C  -0.363  1.609  -3.342
O  -3.833  -2.134  -0.949
C  -3.661  -0.613  5.010
C  1.944  -2.882  0.020
C  6.021  0.894  -3.631
C  1.672  7.217  0.267
H  -2.161  6.490  2.076
C  -3.308  -4.164  -3.137
H  -0.413  -4.875  -3.549
C  0.384  3.650  0.773
C  3.525  -2.326  -1.486
C  -1.879  3.917  -0.151
C  -0.848  4.954  2.553
N  -0.327  -1.908  1.799
C  1.635  2.831  0.424
H  -3.498  3.811  -1.383
C  2.659  -7.118  1.037
H  -0.799  0.149  -4.844
H  3.613  -7.553  1.314
H  -6.782  -1.860  5.448
C  3.439  0.145  -0.955
C  -2.114  -0.731  3.014
C  0.922  6.362  -1.838
C  1.274  6.036  0.880
H  -2.847  -5.426  -1.812
H  0.713  1.455  -3.361
H  -0.713  -5.537  0.066
H  -3.232  3.652  2.235
C  -1.827  -2.269  -2.125
C  3.756  2.508  -0.242
C  4.743  0.273  -1.682
O  -4.105  -3.780  -3.941
C  2.962  -1.175  -0.855
C  -2.572  1.104  -4.045
C  0.405  -7.367  0.260
H  4.311  -2.335  -2.228
C  -3.396  -1.040  3.706
N  -0.921  2.999  0.354
H  1.448  5.909  1.941
H  -6.348  -2.627  3.128
O  -2.652  -0.227  -1.262
C  -1.340  -1.855  2.649
C  1.484  7.391  -1.095
N  -0.534  -2.018  -2.027
C  -5.593  -2.066  3.667
C  1.061  -3.688  0.864
H  3.219  4.441  0.617
H  8.044  -0.355  -1.222
N  1.988  -1.556  0.035
H  1.762  -9.009  0.543
H  6.052  1.299  -4.636
H  -2.897  -0.048  5.532
C  -2.222  5.082  0.452
H  -0.413  -7.991  -0.082
C  -4.391  -1.769  3.043
C  -2.886  -1.446  -1.376
C  1.260  -5.157  0.780
N  -0.880  1.228  2.097
C  2.949  1.339  -0.441
C  2.481  -5.747  1.121
H  0.538  3.338  3.032
N  0.095  -3.039  -2.611
H  8.140  0.565  -3.523
C  4.804  0.796  -2.967
H  -3.276  0.539  -4.643
C  -0.759  -3.977  -3.063
C  1.621  -7.936  0.607
H  3.890  1.132  -3.442
C  -2.025  -3.506  -2.791
C  7.189  0.483  -3.009
O  -3.482  -5.378  -2.537
H  3.290  -5.111  1.456
C  -5.838  -1.634  4.964
C  -2.095  2.642  -2.289
C  -0.737  -4.043  2.596
H  -2.918  5.730  -0.071
H  -0.621  -5.104  2.758
H  0.141  4.358  -1.811
N  -2.541  3.516  -1.306
H  1.790  8.314  -1.576
C  -1.202  0.888  -4.166
H  1.100  -3.097  -2.503
C  -0.148  3.654  2.248
H  0.792  6.471  -2.909
H  5.862  -0.556  -0.065
C  -3.034  1.984  -3.095
C  -1.217  2.610  1.816
H  3.050  -4.455  -1.177
C  7.137  -0.033  -1.720
H  -4.093  2.097  -2.903
H  -5.045  -0.556  6.646
C  0.689  5.009  0.149
C  -1.741  5.545  1.745
H  -2.354  -3.465  3.928
H  -4.014  1.379  3.199
N  -0.789  2.503  -2.451
C  2.875  -3.415  -0.948

Force components x, y, z for each atom (eV/Å):
C -0.02 -0.02 -0.09
H 0.00 0.00 0.00
C -0.17 0.06 0.04
N -0.21 -0.01 -0.17
C -0.02 0.00 0.09
C 0.03 -0.12 -0.06
H 0.00 -0.01 0.00
C 0.01 0.02 0.03
C 0.09 -0.02 -0.04
K 0.72 0.14 -0.16
C -0.01 0.13 -0.04
C -0.01 -0.01 -0.02
H -0.04 0.00 0.02
C -0.03 -0.10 -0.01
H -0.01 0.01 -0.02
C 0.02 0.04 -0.01
C 0.08 -0.07 0.06
O 0.06 0.08 -0.12
C 0.06 0.00 -0.07
C -0.07 0.07 -0.07
C -0.05 0.02 -0.03
C 0.00 -0.01 0.09
H 0.01 0.00 0.01
C 0.20 -0.16 -0.11
H -0.02 0.01 0.00
C -0.02 0.02 -0.03
C 0.04 -0.15 -0.07
C -0.06 0.16 0.09
C -0.01 0.12 0.00
N 0.21 0.37 -0.17
C 0.14 0.04 0.08
H -0.03 0.01 -0.02
C 0.03 -0.02 0.01
H -0.03 0.01 -0.01
H -0.01 -0.01 0.00
H 0.01 0.00 -0.01
C 0.25 -0.11 -0.30
C 0.08 -0.05 -0.03
C 0.00 -0.03 -0.06
C -0.02 -0.04 0.01
H 0.01 -0.01 0.03
H -0.02 0.04 -0.08
H 0.00 0.00 0.00
H -0.04 0.04 0.00
C -0.13 -0.23 0.04
C 0.03 0.10 0.02
C 0.02 -0.09 0.18
O -0.11 0.05 -0.05
C -0.22 0.05 0.27
C -0.01 0.02 0.00
C -0.02 0.00 -0.01
H -0.01 -0.01 0.00
C -0.11 -0.06 0.02
N 0.13 -0.09 0.06
H -0.03 -0.02 0.03
H 0.00 0.01 0.01
O -0.49 -0.01 -0.07
C -0.10 -0.02 0.16
C 0.02 0.06 -0.04
N -0.11 0.25 -0.03
C -0.05 -0.04 -0.01
C 0.05 0.03 -0.05
H 0.04 0.05 0.02
H 0.01 0.01 -0.03
N 0.03 0.10 0.15
H 0.00 0.01 0.00
H 0.01 -0.01 0.01
H -0.01 0.00 0.00
C 0.01 -0.18 -0.16
H 0.02 -0.01 0.01
C 0.07 0.04 0.02
C -0.12 -0.34 -0.19
C 0.00 -0.05 0.03
N 0.17 -0.01 0.21
C -0.12 0.03 0.19
C -0.04 0.02 -0.02
H -0.02 -0.03 -0.01
N 0.05 -0.01 0.01
H -0.01 0.00 0.00
C -0.02 0.06 0.00
H 0.02 -0.01 0.00
C -0.02 -0.01 -0.05
C 0.00 -0.08 0.00
H 0.00 -0.01 0.01
C -0.07 0.06 0.13
C 0.08 0.00 -0.01
O -0.08 0.05 0.08
H 0.00 0.01 0.00
C -0.06 0.00 0.05
C -0.06 -0.12 -0.25
C -0.11 -0.05 0.09
H 0.00 -0.01 0.00
H -0.02 0.03 0.01
H 0.04 0.03 0.00
N -0.11 0.10 0.13
H 0.00 -0.01 0.01
C -0.01 -0.04 -0.01
H 0.05 -0.03 -0.01
C -0.08 0.19 0.10
H 0.01 0.01 0.01
H 0.01 -0.01 -0.01
C 0.11 0.06 0.06
C 0.05 -0.30 0.05
H 0.02 -0.05 -0.01
C 0.01 -0.02 0.05
H 0.00 0.00 0.01
H -0.02 -0.01 -0.01
C 0.08 0.02 -0.19
C 0.10 0.01 0.12
H 0.00 -0.02 0.02
H 0.01 0.00 0.00
N -0.02 -0.10 0.10
C 0.04 0.14 0.01

***

Record 4
ORCA calculation (ωB97M-V with the def2-TZVPD basis set) on an isolated molecule of C4H4O4 at a distorted geometry.

The calculation puts the HOMO energy at -10.6948 eV. The calculation puts the molecular weight at 116.07 g mol⁻¹. Its HOMO-LUMO gap is 10.009 eV. Its SMILES is O=C[C@H]1COC(=O)O1. The calculation puts the calculated total energy at -455.6431 hartree.

CARTESIAN COORDINATES (ANGSTROEM)
C  1.103  1.013  0.725
O  1.516  0.100  -0.282
H  -1.264  -1.134  0.705
C  -1.669  -0.413  -0.942
O  -2.252  -1.583  -1.493
H  -2.188  0.656  -1.232
O  1.607  1.953  1.373
H  1.114  -1.735  0.622
O  -0.305  0.662  0.699
C  0.757  -0.986  -0.166
H  0.631  -1.278  -1.153
C  -0.662  -0.543  0.164

Force components x, y, z for each atom (eV/Å):
C -1.24 1.52 0.22
O 3.21 4.38 2.47
H -1.27 -2.41 3.41
C -5.27 -4.62 -4.83
O 4.21 7.80 3.68
H 1.50 -2.59 0.66
O -2.21 -5.02 -3.58
H -0.25 0.83 -1.41
O 0.09 4.11 3.43
C -1.68 -4.15 0.54
H 0.62 -2.12 -1.65
C 2.29 2.26 -2.94

***

Record 5
ORCA calculation (ωB97M-V with the def2-TZVPD basis set) on a structure of composition C8H14F3O3RhSSe3Te.

The calculation puts the HOMO energy (spin up / spin down) at -6.9166 / -7.2698 eV. The calculation puts the molecular weight at 714.64 g mol⁻¹. Its HOMO-LUMO gap (spin up / spin down) is 3.977 / 4.940 eV. The calculation puts the calculated total energy at -8819.5958 hartree.

CARTESIAN COORDINATES (ANGSTROEM)
C  -0.253  -1.871  0.401
H  -2.940  -0.328  -0.179
C  -1.517  -2.179  1.195
F  6.264  0.215  -0.128
Se  0.206  0.697  4.312
H  -2.653  1.033  0.932
O  3.910  0.902  0.949
H  -1.879  -1.296  1.725
O  2.940  -0.739  -0.189
S  -0.814  0.757  -0.439
H  -3.741  0.174  -2.637
H  -2.975  2.638  -0.961
H  -1.211  -1.297  -1.500
Se  1.972  2.709  -0.810
C  -3.355  1.618  -1.060
F  5.341  -1.433  -1.180
C  -0.421  -0.965  -0.815
H  0.490  -1.425  1.058
H  0.516  -0.906  -1.370
H  -2.322  -2.554  0.553
H  0.193  -2.796  0.029
Se  1.956  0.056  3.146
H  -3.837  1.855  -3.166
H  -2.264  1.121  -2.886
Rh  1.868  1.113  1.000
H  -4.398  1.637  -0.730
C  5.342  -0.738  -0.046
O  -0.214  1.032  0.968
C  3.946  -0.154  0.236
C  -2.590  0.701  -0.107
C  -3.294  1.167  -2.517
H  -1.314  -2.946  1.946
F  5.674  -1.567  0.956
Te  1.376  3.766  1.313

Force components x, y, z for each atom (eV/Å):
C -0.10 -0.06 -0.08
H 0.01 0.01 0.03
C -0.03 0.03 -0.02
F 0.15 0.04 -0.02
Se 0.02 -0.06 -0.01
H -0.09 -0.04 -0.05
O 0.01 -0.35 -0.24
H 0.00 -0.03 -0.02
O -0.10 0.30 0.18
S 0.14 0.26 0.09
H 0.05 0.07 0.00
H 0.01 -0.02 -0.01
H 0.10 0.01 0.05
Se 0.16 0.32 -0.69
C 0.03 -0.01 -0.02
F 0.09 -0.09 -0.12
C -0.06 -0.12 0.07
H 0.08 0.01 0.03
H 0.03 -0.02 0.00
H 0.06 0.02 0.04
H 0.00 -0.04 -0.02
Se -0.08 0.22 -0.08
H 0.01 -0.02 0.05
H -0.07 0.01 0.05
Rh -0.37 0.31 0.49
H 0.05 0.03 0.02
C -0.28 0.09 0.09
O -0.05 -0.30 -0.30
C -0.11 0.38 0.23
C -0.08 0.04 0.10
C 0.05 -0.09 0.03
H 0.01 0.06 -0.06
F 0.09 -0.07 0.04
Te 0.26 -0.87 0.12

***

Record 6
ORCA calculation (ωB97M-V with the def2-TZVPD basis set) on an isolated molecule of C28H33N3O5.

The calculation puts the HOMO energy at -7.8182 eV. The calculation puts the molecular weight at 491.59 g mol⁻¹. Its HOMO-LUMO gap is 8.431 eV. Its SMILES is COc1ccc(OC)c([C@H]2c3[nH]c4ccccc4c3C[C@H]3C(=O)N(CCCOC(C)C)CC(=O)N23)c1. The calculation puts the calculated total energy at -1627.2681 hartree.

CARTESIAN COORDINATES (ANGSTROEM)
H  3.328  -3.979  0.965
C  3.555  -2.464  -0.577
O  5.196  -0.658  -0.302
C  -5.242  -1.394  -0.603
C  -2.268  0.215  0.691
O  -0.190  -0.294  -1.520
C  -2.810  -0.924  0.181
H  -1.708  -2.194  -1.109
H  -5.092  -2.421  -0.901
H  -2.598  -3.045  0.145
C  4.193  -1.415  0.346
O  1.510  0.099  2.333
H  1.144  -0.539  -3.096
C  -5.647  1.301  0.169
H  -7.307  -1.351  -1.125
H  -5.803  2.329  0.462
H  4.708  -1.934  1.165
H  -0.085  -1.795  -2.833
C  1.040  3.175  -1.543
H  3.482  1.353  0.779
H  1.720  6.054  1.624
H  5.196  1.558  1.164
N  -0.195  -0.903  1.230
C  -0.857  0.394  1.114
C  4.856  0.641  -0.762
C  2.732  -3.515  0.175
O  0.226  -3.460  -1.025
H  -0.973  -2.762  1.724
H  0.840  1.698  -3.052
N  1.523  -2.975  0.764
C  -2.009  -2.149  -0.059
C  0.859  3.511  -0.205
C  0.098  -0.721  -2.831
H  2.598  -2.222  2.389
H  4.058  -0.085  -2.633
H  3.432  -0.759  0.772
C  0.678  1.929  -2.012
H  -0.820  0.851  2.116
C  -6.675  0.538  -0.345
H  -7.656  0.975  -0.458
C  1.240  5.081  1.540
C  -0.745  -2.189  0.809
C  -4.184  -0.648  -0.085
C  0.248  2.588  0.636
C  0.121  0.982  -1.158
C  -0.129  1.338  0.172
H  0.207  5.158  1.898
H  5.803  0.985  -1.196
N  -3.221  1.199  0.774
H  3.702  1.616  -2.295
H  4.414  2.612  -0.023
C  -4.402  0.700  0.297
O  1.292  4.747  0.174
H  0.075  2.820  1.675
H  1.783  4.353  2.151
H  4.357  -2.972  -1.114
C  -6.474  -0.791  -0.726
H  1.482  3.903  -2.204
H  2.823  0.357  -1.433
H  -0.554  -0.232  -3.562
H  2.413  -4.285  -0.533
C  3.788  0.626  -1.855
C  4.458  1.598  0.366
H  -3.060  2.142  1.082
H  0.988  -2.852  2.789
C  0.974  -0.902  1.893
C  1.571  -2.298  2.037
H  2.909  -1.983  -1.311
C  0.374  -2.943  0.063

Force components x, y, z for each atom (eV/Å):
H -0.03 -0.04 -0.02
C 0.10 0.09 0.31
O 0.05 -0.19 -0.02
C 0.04 0.07 0.03
C -0.10 -0.65 0.02
O -0.04 0.10 0.33
C 0.41 0.23 0.35
H -0.05 -0.11 0.13
H -0.01 -0.12 -0.04
H 0.08 -0.01 0.00
C -0.03 -0.19 -0.17
O 0.09 0.22 0.21
H -0.01 0.01 0.03
C -0.03 0.09 0.02
H -0.06 -0.05 -0.03
H -0.05 0.10 0.02
H -0.16 0.05 0.03
H 0.02 0.08 -0.04
C -0.01 0.16 0.31
H -0.14 0.00 0.06
H -0.05 -0.06 0.05
H 0.07 0.04 0.09
N -0.25 0.31 -0.03
C 0.07 0.31 0.03
C -0.04 0.40 -0.14
C 0.15 -0.04 -0.43
O -0.02 -0.13 -0.31
H -0.01 0.03 -0.19
H 0.04 -0.06 -0.10
N 0.21 -0.10 0.02
C 0.09 0.17 -0.14
C -0.06 -0.08 -0.22
C 0.00 -0.15 -0.31
H -0.14 0.07 -0.05
H -0.01 -0.07 -0.10
H 0.00 0.00 0.11
C -0.15 -0.22 -0.03
H -0.03 -0.04 -0.22
C -0.02 0.12 0.03
H -0.07 0.05 0.00
C -0.01 0.05 0.17
C -0.23 -0.54 -0.20
C -0.12 0.41 0.09
C 0.07 0.19 -0.03
C 0.02 0.27 0.20
C 0.05 -0.15 -0.23
H 0.03 -0.02 0.00
H -0.18 0.03 0.04
N 0.25 0.27 0.13
H -0.07 0.11 -0.04
H -0.02 0.15 -0.03
C -0.30 -0.42 -0.22
O 0.02 -0.07 -0.27
H 0.03 0.00 0.15
H -0.02 0.01 0.00
H 0.02 0.00 -0.04
C -0.14 -0.17 -0.09
H 0.07 0.09 -0.09
H -0.15 -0.03 0.01
H 0.04 0.03 0.03
H 0.11 0.02 0.17
C 0.40 -0.16 0.24
C 0.18 -0.35 -0.17
H -0.01 -0.05 -0.05
H 0.13 0.09 0.01
C 0.40 -0.38 0.25
C -0.17 0.22 0.26
H -0.01 0.00 -0.10
C -0.27 0.01 0.25